Entry from the Open Molecules 2025 dataset: a molecular structure, C33H24N7O7ReS2 (ωB97M-V/def2-TZVPD).

The spin multiplicity is 4. The value obtained for the energy relative to the best compared isomer or geometry (same formula, charge and spin) is 31.6 kcal per mole. The expectation value of S² is 3.7739. The HOMO energy (alpha / beta) comes out at -10.86 / -10.83 eV. As for the charge: +1. Its LUMO energy (alpha / beta) is -4.540 / -5.056 eV. The frontier orbital gap (alpha / beta) comes out at 6.323 / 5.771 eV.

Last column: Mulliken spin population.
Positions of all 74 atoms, in Å:
Re -0.193 -0.316 -1.302  2.22
C 1.014 -2.279 2.488  0.00
C 1.818 -1.942 1.264  0.02
N 2.142 -0.721 1.087  0.01
N 3.106 -0.314 0.238  0.04
C 3.037 0.495 -0.731  0.00
S 1.617 1.176 -1.584  0.13
S 4.604 1.116 -1.287  0.00
C 4.173 2.889 -1.412  -0.01
C 3.542 3.441 -0.149  0.01
C 4.213 3.397 1.073  0.00
C 3.598 3.839 2.236  0.00
C 2.295 4.331 2.198  0.00
C 1.624 4.392 0.985  0.00
C 2.248 3.949 -0.181  0.00
C 2.154 -3.028 0.311  0.00
C 2.878 -4.159 0.685  -0.02
C 3.214 -5.125 -0.248  0.03
C 2.803 -4.967 -1.564  -0.02
C 2.054 -3.861 -1.941  0.03
C 1.725 -2.902 -1.003  -0.01
O 0.946 -1.843 -1.388  0.25
H 0.901 -1.402 3.128  0.00
H 0.027 -2.678 2.218  0.00
H 1.517 -3.063 3.059  0.00
H 5.141 3.347 -1.623  0.00
H 3.524 3.044 -2.271  0.00
H 5.222 3.000 1.112  0.00
H 4.137 3.803 3.177  0.00
H 1.816 4.680 3.107  0.00
H 0.620 4.805 0.940  0.00
H 1.728 4.015 -1.133  0.00
H 3.211 -4.259 1.714  0.00
H 3.801 -5.987 0.044  0.00
H 3.068 -5.711 -2.307  0.00
H 1.718 -3.723 -2.965  0.00
O -3.709 2.148 -5.386  0.00
C -3.599 2.933 -4.331  0.00
O -4.176 3.978 -4.215  0.00
C -2.718 2.466 -3.213  0.01
C -2.523 3.208 -2.066  0.03
N -1.739 2.497 -1.245  0.01
N -1.417 1.321 -1.796  -0.02
C -1.992 1.296 -2.997  0.01
C -1.612 0.121 -3.841  0.02
O -2.115 -0.045 -4.928  0.03
O -0.705 -0.653 -3.291  0.04
H -3.164 1.333 -5.308  0.00
H -2.891 4.194 -1.816  0.00
H -1.373 2.761 -0.345  0.00
O -3.772 0.460 4.765  0.00
N -3.882 -0.672 4.326  0.00
O -4.475 -1.578 4.863  0.00
C -3.241 -0.955 3.008  0.00
C -3.776 -1.952 2.296  0.00
C -3.295 -2.244 0.977  0.01
C -3.807 -3.274 0.165  0.02
C -3.287 -3.473 -1.085  -0.01
C -2.282 -2.623 -1.554  0.01
N -1.804 -1.634 -0.803  0.01
C -2.278 -1.466 0.462  0.04
C -1.648 -0.457 1.267  0.03
N -0.574 0.179 0.711  0.03
C 0.053 1.112 1.417  0.02
C -0.356 1.452 2.707  -0.02
C -1.426 0.823 3.277  0.03
C -2.119 -0.170 2.545  0.00
H -4.591 -2.524 2.719  0.00
H -4.605 -3.904 0.541  0.00
H -3.644 -4.269 -1.724  0.00
H -1.860 -2.721 -2.548  0.01
H 0.897 1.598 0.946  0.03
H 0.200 2.212 3.245  0.00
H -1.740 1.082 4.276  0.00

***

Entry from the Open Molecules 2025 dataset: a molecular structure, C33H25BCo2F6O8S (ωB97M-V/def2-TZVPD).

The value obtained for the energy relative to the best compared isomer or geometry (same formula, charge and spin) is 59.3 kcal per mole. The HOMO energy comes out at -7.69 eV. Its LUMO energy is -3.572 eV. The frontier orbital gap comes out at 4.121 eV.

Last column: Löwdin charge in e.
Positions of all 76 atoms, in Å:
C -3.923 4.517 -0.942  -0.11
C -3.043 3.332 -1.010  -0.59
C -2.208 2.967 -2.055  -0.13
C -1.241 1.973 -1.680  -0.20
C -1.379 1.450 -0.403  -0.25
B -0.200 1.293 0.969  -0.89
C 1.065 2.226 0.542  -0.03
C 1.375 3.291 1.378  0.07
C 2.586 3.963 1.226  -0.10
C 3.024 4.963 2.260  -0.51
F 3.974 5.819 1.777  0.11
F 1.986 5.728 2.714  0.12
F 3.562 4.324 3.350  0.12
C 3.423 3.700 0.155  0.05
C 3.032 2.727 -0.750  -0.10
C 3.913 2.466 -1.939  -0.51
F 4.052 1.120 -2.180  0.10
F 3.402 3.022 -3.084  0.12
F 5.172 2.969 -1.774  0.12
C 1.854 1.992 -0.569  0.04
O -0.827 1.876 2.128  -0.09
C -1.124 1.030 3.245  -0.11
C -1.736 -0.325 2.792  -0.48
C -1.748 -1.344 3.917  -0.06
C -3.188 -0.107 2.411  -0.07
C -0.961 -0.893 1.540  -0.11
O 0.111 -0.069 1.089  -0.05
S -2.733 2.351 0.351  1.13
H -4.148 4.790 -1.977  0.08
H -4.837 4.303 -0.374  0.08
H -3.389 5.345 -0.450  0.09
H -2.243 3.439 -3.041  0.10
H -0.515 1.638 -2.415  0.09
H 0.664 3.615 2.134  0.14
H 4.368 4.216 0.056  0.13
H 1.542 1.268 -1.317  0.11
H -0.173 0.874 3.789  0.14
H -1.811 1.594 3.898  0.14
H -2.352 -2.226 3.652  0.09
H -0.748 -1.693 4.178  0.08
H -2.177 -0.908 4.829  0.09
H -3.628 -1.038 2.029  0.09
H -3.755 0.253 3.283  0.10
H -3.235 0.653 1.616  -0.01
H -0.471 -1.864 1.747  0.11
H -1.688 -1.021 0.709  0.10
O 5.384 -4.947 -2.661  0.17
C 4.367 -4.424 -2.487  -0.11
Co 2.844 -3.586 -2.130  0.03
C 2.740 -3.149 -3.831  -0.14
O 2.693 -2.956 -4.961  0.18
C 1.592 -4.855 -2.002  -0.09
O 0.810 -5.695 -1.907  0.15
C 1.942 -1.475 -1.811  -0.10
C 0.687 -1.349 -1.310  -0.10
C -0.606 -1.043 -1.660  0.08
C -1.645 -2.044 -1.522  -0.18
C -2.861 -2.035 -2.251  0.02
C -3.802 -3.034 -2.028  -0.05
C -3.559 -4.059 -1.101  -0.03
C -2.384 -4.069 -0.354  -0.03
C -1.453 -3.080 -0.594  -0.04
Co 1.944 -2.273 -0.235  0.16
C 3.343 -3.640 -0.239  -0.28
O 4.136 -4.194 0.434  0.11
C 1.370 -3.483 0.906  -0.16
O 0.906 -4.273 1.621  0.19
C 2.341 -1.274 1.164  -0.05
O 2.685 -0.673 2.091  0.20
H 2.457 -0.703 -2.391  0.09
H -0.824 -0.255 -2.372  0.11
H -3.015 -1.257 -3.002  0.13
H -4.741 -3.016 -2.581  0.11
H -4.270 -4.864 -0.958  0.11
H -2.184 -4.825 0.407  0.12
H -0.521 -3.064 -0.040  0.05

***

Entry from the Open Molecules 2025 dataset: a molecular structure, C33H25F4Sn (ωB97M-V/def2-TZVPD).

The HOMO energy comes out at -2.70 eV. As for the charge: -1. Its LUMO energy is 2.162 eV. The frontier orbital gap comes out at 4.865 eV.

Last column: natural (NBO) charge in e.
Positions of all 63 atoms, in Å:
F -4.655 4.696 3.100  -0.34
C -3.866 3.674 3.574  0.43
C -3.525 3.644 4.918  -0.38
C -2.764 2.546 5.342  0.42
F -2.440 2.481 6.681  -0.34
C -2.331 1.541 4.484  -0.29
C -2.699 1.610 3.109  0.00
C -2.382 0.569 2.160  -0.23
C -2.822 0.517 0.881  -0.10
C -2.886 -0.773 0.132  -0.47
C -2.897 -0.667 -1.395  0.06
C -3.360 -1.814 -2.039  -0.29
C -3.841 -1.746 -3.343  0.42
F -4.429 -2.855 -3.917  -0.34
C -3.735 -0.574 -4.113  -0.37
C -3.109 0.515 -3.502  0.41
F -3.019 1.693 -4.232  -0.34
C -2.605 0.473 -2.188  -0.30
C -3.453 2.721 2.659  -0.29
H -3.867 4.410 5.597  0.24
H -1.742 0.698 4.861  0.24
H -1.792 -0.265 2.545  0.22
H -3.318 1.356 0.387  0.19
H -3.840 -1.288 0.450  0.22
H -3.435 -2.745 -1.487  0.23
H -4.133 -0.517 -5.139  0.24
H -2.061 1.329 -1.803  0.25
H -3.726 2.784 1.611  0.23
H -2.131 -1.463 0.559  0.26
Sn 1.569 -0.691 -0.469  0.65
C 2.117 -0.889 -2.590  -0.38
C 2.888 -1.982 -2.987  -0.25
C 3.074 -2.234 -4.361  -0.22
C 2.490 -1.403 -5.327  -0.26
C 1.660 -0.357 -4.911  -0.24
C 1.452 -0.107 -3.538  -0.18
C 2.373 1.206 0.298  -0.39
C 3.052 2.047 -0.584  -0.25
C 3.414 3.345 -0.166  -0.22
C 3.090 3.797 1.121  -0.26
C 2.344 2.968 1.967  -0.24
C 1.968 1.672 1.552  -0.18
C 2.570 -2.321 0.625  -0.38
C 3.424 -2.005 1.684  -0.19
C 3.875 -3.029 2.545  -0.24
C 3.472 -4.358 2.357  -0.26
C 2.571 -4.649 1.325  -0.22
C 2.110 -3.630 0.462  -0.25
H 3.345 -2.650 -2.250  0.21
H 3.675 -3.086 -4.674  0.19
H 2.649 -1.597 -6.395  0.20
H 1.157 0.265 -5.654  0.20
H 0.771 0.692 -3.239  0.20
H 3.306 1.719 -1.597  0.21
H 3.946 4.003 -0.852  0.19
H 3.384 4.804 1.445  0.20
H 2.040 3.332 2.951  0.20
H 1.362 1.055 2.219  0.19
H 3.747 -0.975 1.863  0.20
H 4.540 -2.782 3.373  0.19
H 3.823 -5.150 3.032  0.20
H 2.211 -5.672 1.198  0.19
H 1.391 -3.885 -0.319  0.21